1.
DFT (ωB97M-V with the def2-TZVPD basis set) results for C14H21FN4O3PSc as an isolated structure.

Values from the calculation:
Orbital gap (eV): 7.04
Multiplicity: 1
E (hartree): -2192.9477

Geometry as XYZ:
```
45
Properties=species:S:1:pos:R:3:forces:R:3
H 4.38774 1.06684 -0.77185 0.0 0.0 0.0
H -0.20891 -5.95905 0.77811 0.0 0.0 0.0
C 4.00805 0.27115 -4.03948 0.0 0.0 0.0
C 1.09119 -4.16403 0.61306 -0.1 0.0 0.0
H 0.19607 1.32032 2.11394 0.0 0.0 0.0
C 1.91862 0.09418 -2.86087 0.0 0.0 0.0
H 0.86065 -0.13902 -2.85965 0.0 0.0 0.0
C 1.72580 0.62396 -0.40525 0.0 0.0 -0.1
C 1.47328 -1.65232 0.14801 -0.3 0.0 0.1
C 2.64780 -0.01436 -4.03291 0.0 0.0 0.0
H -1.15092 3.04482 2.86374 0.0 0.0 0.0
H 2.41245 0.79341 0.43463 0.0 0.0 0.0
H 2.09848 -4.54101 0.69906 0.0 0.0 0.0
H -0.66936 0.18591 2.90741 0.0 0.0 0.1
H -4.68570 1.50653 0.15139 0.1 -0.2 0.0
O -3.03517 0.73662 -0.08256 0.0 0.1 0.2
Sc -1.50784 -0.77222 -0.07731 0.3 0.6 -0.2
P -2.24673 1.29455 1.23017 0.6 0.0 -0.5
H -5.40165 3.07147 0.44582 0.0 0.0 0.0
C -3.59271 2.56969 1.48606 -0.2 0.2 0.1
N -0.65388 -2.72974 0.31730 0.2 -0.3 0.3
C -0.10084 -4.89446 0.64545 0.0 0.0 0.0
H -4.03437 2.76756 -0.50827 -0.1 0.2 0.0
H -2.06686 1.86987 3.86281 0.0 -0.1 0.0
N -0.27159 1.14309 3.02200 0.0 0.0 -0.1
H -4.14159 2.34944 2.40114 0.0 0.0 0.0
F -2.55031 -1.61732 -1.33707 -0.3 -0.4 -0.7
O -2.09854 -0.17821 1.84510 0.0 -0.1 0.6
H 5.69094 0.87946 -2.85868 0.0 0.0 0.0
C 3.89538 0.76737 -1.69045 0.0 0.0 0.0
H 2.15451 -0.32543 -4.94499 0.0 0.0 0.0
C 0.71780 -2.83255 0.41086 0.0 0.3 -0.2
C 4.63033 0.66227 -2.86558 0.0 0.0 0.0
H -3.17335 3.57270 1.54161 0.0 0.0 0.1
H 0.33352 1.25928 3.82737 0.0 0.0 0.0
C 2.53520 0.48981 -1.67536 0.0 0.0 0.0
C -1.48527 2.01067 2.94982 -0.1 0.0 -0.1
N -4.55467 2.52090 0.33552 0.2 0.0 -0.1
H 2.56464 -1.70321 0.18613 0.0 0.0 0.0
H 1.06942 1.48948 -0.47297 0.0 0.0 0.0
H 4.57802 0.18219 -4.95523 0.0 0.0 0.0
H -2.19816 -4.15430 0.39183 0.0 0.0 0.0
O -0.90006 1.64038 0.51714 -0.3 0.1 0.2
C -1.13532 -3.97202 0.45213 0.1 0.0 0.1
N 0.87392 -0.53464 -0.13913 -0.1 -0.5 0.0
```
Forces are in eV/Å.



2.
DFT (ωB97M-V with the def2-TZVPD basis set) results for C14H21HgN4O4S2 as an isolated structure at a distorted geometry.

Values from the calculation:
Orbital gap (alpha / beta) (eV): 8.31 / 4.14
Multiplicity: 2
E (hartree): -2015.7680
⟨S²⟩: 0.765

Geometry as XYZ:
```
46
Properties=species:S:1:pos:R:3:forces:R:3
H 4.80788 0.56115 -2.54510 0.0 0.0 0.0
N -0.32519 -1.15789 1.40152 0.1 -0.4 -0.1
C 1.59155 2.22407 2.83000 -0.2 -0.1 0.0
H 2.26333 -2.44648 0.23190 0.0 0.0 0.0
H -2.61480 2.40574 -2.47756 0.0 0.0 0.0
H 2.30512 0.63282 -2.50817 0.0 0.0 0.0
N 4.93781 -0.98150 -1.18731 0.0 0.0 0.0
H -0.62332 -1.85055 2.06771 0.0 0.1 0.1
C 0.27848 -0.03925 1.89205 0.2 0.1 0.1
C 1.18237 2.15983 1.49464 0.0 0.3 0.4
H 5.93359 -2.57920 0.39600 0.0 0.0 0.0
H 0.53773 -0.82221 3.88011 0.1 0.0 0.0
C 2.85817 -0.07759 -1.90618 0.0 0.0 0.0
H -5.21969 -1.45007 -0.22199 0.0 0.0 0.0
S -3.18110 -1.08005 -1.28361 -0.2 -0.1 -0.2
H 1.38823 3.00496 0.84981 -0.1 0.0 -0.1
Hg -0.32558 -2.56914 -2.42681 0.1 -0.1 0.0
C -2.77454 1.61518 -1.74411 0.0 0.0 -0.1
H 0.17713 0.97996 0.00760 0.1 0.0 0.0
O 2.06984 4.78740 2.65191 0.4 0.1 -0.1
N 4.94053 -2.71582 0.32841 0.0 -0.1 -0.1
S 2.49013 3.62394 3.39596 -1.2 -1.4 -0.5
H -3.86404 0.30562 -3.10095 0.0 0.0 0.0
H -6.67203 -1.88370 -2.26646 0.0 0.0 0.0
C -4.98897 -1.04411 -1.20719 0.0 0.1 0.1
H -5.31071 -1.49709 -3.31243 0.0 0.0 0.0
C -2.97654 0.29354 -2.46637 0.1 0.0 0.1
C 0.51650 1.05160 1.03264 -0.1 -0.3 0.2
H -1.91205 1.57422 -1.08211 0.0 0.0 0.0
H 1.74044 1.20825 4.70350 -0.1 -0.1 0.0
O 3.88383 3.25367 3.04290 0.7 0.8 0.3
O 2.33870 3.73104 4.82760 0.5 0.1 0.1
C 0.73071 0.01847 3.22404 -0.1 -0.1 -0.4
N 2.15765 -0.91551 -1.13454 0.0 0.0 0.0
H -3.63871 1.87950 -1.13448 0.0 0.0 0.0
H -0.97512 -1.03707 0.63091 0.0 0.0 0.2
C 1.39163 1.13482 3.68126 0.0 0.6 0.0
H -2.11933 0.03060 -3.08728 0.0 0.1 0.0
C 4.24053 -1.81114 -0.42028 0.1 0.1 0.0
O -2.65303 -0.61034 0.03885 -0.3 0.1 -0.3
C 4.23782 -0.11956 -1.92281 0.0 0.0 0.0
C -5.58433 -1.88340 -2.32897 0.0 0.0 0.0
H 4.48344 -3.21414 1.06859 0.0 0.0 0.0
H -5.31930 -0.00428 -1.24285 0.0 0.0 0.1
H -5.23822 -2.91530 -2.26991 0.0 0.0 0.0
C 2.83346 -1.77106 -0.40045 -0.1 0.0 0.0
```
Forces are in eV/Å.



Question: Which value of multiplicity does entry 2 give?
Answer: 2